[1]
12
Properties=species:S:1:pos:R:3 method="wB97M-V/def2-TZVPD" gap_ev=10.2 charge=0 e_homo_ev=-9.6 e_lumo_ev=0.59 smiles="N#CC=C=N.C=N" largest_force_ev_per_a=1.41
N 0.91027 2.54907 1.41053
N -2.96401 0.33442 0.43583
N 1.31941 -0.82825 -0.32204
C -1.83022 0.43751 0.87051
C 1.39508 -1.27689 -1.50154
C 0.24960 1.59442 1.35921
C -0.58497 0.42959 1.30668
H 1.78914 0.07625 -0.26002
H -2.93997 0.21327 -0.56388
H 0.85814 -2.20373 -1.71020
H 1.89759 -0.77837 -2.33923
H -0.10007 -0.54728 1.31416

***

[2]
7
Properties=species:S:1:pos:R:3 method="wB97M-V/def2-TZVPD" gap_ev="5.9 / 5.7" charge=0 e_homo_ev="-6.7 / -9.6" e_lumo_ev="-0.78 / -3.86" spin_multiplicity=3 largest_force_ev_per_a=4.21
S 2.06881 0.51704 -0.12439
S -1.07431 0.19680 -0.21064
O -2.15873 -0.68913 -0.10689
O -1.17666 1.54330 -0.58558
C 0.31959 -0.68167 -0.47100
H 1.64543 0.51680 1.16097
H 0.37587 -1.40314 0.33755